No. 1
The following is a DFT calculation (wB97M-V/def2-TZVPD) of a cluster of 6 separate species, C40H72Cl2N3O22S5 in total.

Last column: Mulliken charge in e.
Positions of all 144 atoms, in Å:
1 Cl -1.16348 3.20456 1.13082  -0.156
2 Cl 1.19161 1.44098 0.06995  0.248
3 S -2.67961 -6.76454 1.10178  0.904
4 S 1.11921 -1.00757 7.75209  1.120
5 S 2.84565 4.58235 -5.27567  1.079
6 S -1.55839 -6.85462 8.89115  1.084
7 S 3.21752 4.10078 4.68620  1.112
8 O -0.37473 -7.04822 7.83247  -0.343
9 O -2.13553 -8.02823 0.76477  -0.567
10 O 2.27099 -1.18967 6.66432  -0.320
11 O -0.03452 -1.73196 7.34298  -0.502
12 O 2.57538 5.96482 -5.40198  -0.549
13 O -3.70102 -6.29526 -0.03036  -0.275
14 O 0.84217 0.53645 7.49260  -0.340
15 O 2.47542 4.13898 -3.77843  -0.139
16 O -3.74553 -6.95542 2.26188  -0.329
17 O -1.02674 -7.06084 10.18869  -0.531
18 O 1.67685 -1.21010 9.03787  -0.573
19 O -2.71242 -7.55457 8.45627  -0.530
20 O 4.35017 5.20865 4.77621  -0.284
21 O -1.82686 -5.66430 1.39993  -0.314
22 O 2.29841 3.63709 -6.18186  -0.547
23 O 4.41367 4.32105 -5.15904  -0.351
24 O 2.52510 4.19409 3.45288  -0.541
25 O -1.79615 -2.45769 -2.31539  -0.486
26 O 3.24637 -1.38840 1.59301  -0.119
27 O 2.27950 4.67974 5.83498  -0.296
28 O 3.77053 2.86139 5.11135  -0.527
29 O -1.79240 -5.30009 8.62837  -0.330
30 N 0.27724 -0.51630 -3.02830  -0.232
31 N -0.34290 1.46380 -2.15868  1.400
32 N -1.10791 -0.56935 -1.13721  0.237
33 C 2.35783 -0.02443 5.82629  0.065
34 C -1.83890 6.97893 -4.39742  -0.135
35 C -0.41822 -2.42748 2.37223  -1.318
36 C -2.16525 3.58986 -6.32526  -1.098
37 C -0.90283 -6.00176 -2.20087  -0.782
38 C -1.94962 6.04076 -5.59812  -0.957
39 C -1.07933 -2.02391 -1.18160  -2.178
40 C -0.40698 0.08852 -2.02615  -0.499
41 C -1.51347 8.42246 -4.78927  -1.349
42 C 1.91581 1.11101 6.72128  -0.168
43 C -1.85101 3.73688 -1.43351  -0.739
44 C 3.28004 -2.72855 2.06090  -0.952
45 C 4.16578 -1.09469 0.55683  -0.761
46 C -5.02834 -6.43523 1.87179  -0.336
47 C -1.42166 0.26364 -4.70583  -0.733
48 C 2.02854 -2.96490 2.88921  -0.178
49 C 0.79456 -3.30184 2.04527  -0.421
50 C -0.69841 -6.25424 -3.54544  -0.675
51 C 3.93277 6.29714 5.62345  -0.355
52 C 1.07561 0.03523 -5.30237  -1.351
53 C 0.23303 1.69681 -3.50960  0.153
54 C 3.00698 5.63885 6.62781  -0.280
55 C -2.69841 2.21233 -5.86810  -0.875
56 C -1.28917 -4.74831 -1.77428  0.129
57 C -0.67975 -4.74126 7.90791  -0.176
58 C 3.56882 3.41321 -3.20412  -0.395
59 C -1.69570 1.04458 -6.01671  -1.176
60 C 0.03375 0.35896 -4.23448  1.249
61 C -1.95237 0.05884 -0.11098  0.723
62 C 0.27203 2.34436 -1.14325  -0.050
63 C 4.80142 4.06220 -3.79886  -0.418
64 C -1.87451 4.57151 -5.18653  0.619
65 C -0.23591 -5.88058 7.01259  -0.207
66 C -1.76405 -0.51317 1.30219  -1.683
67 C -1.44266 -3.74402 -2.70906  0.708
68 C -1.23227 -3.97086 -4.04946  -0.118
69 C -0.37304 -1.06049 1.65825  0.112
70 C -0.86168 -5.24040 -4.46870  -0.747
71 C -0.64905 3.45458 -0.55654  0.146
72 C -5.04852 -6.61513 0.36661  -0.333
73 H -1.92755 9.12846 -4.06977  0.371
74 H 1.67912 -0.15466 4.98072  -0.195
75 H -2.35501 4.63368 -1.08451  0.518
76 H -3.01486 2.30163 -4.82719  0.421
77 H -2.89743 4.05666 -6.98601  0.423
78 H -2.02076 0.30431 1.97679  0.622
79 H -3.59083 1.99035 -6.45143  0.505
80 H 0.01565 -1.47632 -3.23094  0.363
81 H 1.05454 -3.22770 0.98496  0.092
82 H -5.08182 -5.38404 2.15818  0.256
83 H -1.92650 8.67204 -5.76619  0.334
84 H -1.51477 3.92645 -2.45580  -0.185
85 H 0.24933 -1.17300 0.77342  0.003
86 H -0.30752 2.49640 -4.00904  -0.989
87 H -5.73350 -5.93999 -0.13671  0.332
88 H 1.84078 0.81022 -5.35822  0.212
89 H -1.05287 6.60701 -3.73359  0.133
90 H -0.43435 -2.25638 3.44975  0.569
91 H -5.26349 -7.64550 0.08128  0.291
92 H 1.54682 1.96667 6.16957  0.187
93 H -0.75341 -6.80669 -1.49298  0.442
94 H -0.87385 4.40130 -4.77399  -0.493
95 H 3.41380 7.03630 5.01275  0.293
96 H 0.10941 -0.35202 2.32990  0.544
97 H -1.69363 -0.78781 -4.80804  0.342
98 H -0.41306 -7.24613 -3.86517  0.416
99 H 2.24908 -3.73806 3.62465  0.499
100 H 0.79942 -5.79176 6.69524  0.235
101 H 1.87374 -2.03171 3.43570  -0.299
102 H -2.55132 2.90472 -1.46825  0.226
103 H 5.67211 3.41375 -3.79375  0.316
104 H -0.03809 4.35498 -0.54081  0.647
105 H 3.37368 0.09640 5.46477  0.454
106 H -1.01063 -3.86753 7.36101  0.255
107 H -0.88380 -5.98627 6.13992  0.316
108 H -1.25951 3.46025 -6.92074  0.461
109 H 3.30957 -3.41375 1.20509  0.504
110 H -0.43834 8.59178 -4.82215  0.312
111 H -5.80475 -6.99756 2.38109  0.328
112 H -2.77711 6.95738 -3.83963  0.307
113 H 4.90799 -0.37784 0.91243  0.296
114 H 3.62395 -0.66544 -0.28761  0.086
115 H -2.60956 4.42135 -4.38833  0.243
116 H 2.30138 6.32912 7.07889  0.307
117 H 3.49030 2.36533 -3.50619  0.253
118 H 0.09702 -4.45626 8.61895  0.239
119 H -1.32992 -2.97468 2.11805  0.434
120 H -1.80558 1.12675 -0.16690  -0.925
121 H -1.42471 -4.57346 -0.71514  0.161
122 H -2.07055 0.68711 -3.93670  0.292
123 H -1.15717 6.27307 -6.31335  0.330
124 H 4.81078 6.74275 6.08042  0.305
125 H -2.91492 6.20392 -6.08400  0.457
126 H 3.55857 5.10827 7.40487  0.275
127 H -2.98599 -0.12818 -0.41350  0.408
128 H 1.56855 -0.90821 -5.07624  0.436
129 H -1.54338 -2.38420 -0.26686  0.832
130 H -2.51860 -1.28338 1.46143  0.457
131 H -2.07468 0.33596 -6.74998  0.421
132 H -0.04257 -2.36907 -1.22322  1.045
133 H 0.51043 -4.34348 2.20711  0.433
134 H 5.04002 5.00806 -3.31110  0.339
135 H -0.76818 1.45468 -6.41157  0.630
136 H 2.71092 1.42279 7.39910  0.258
137 H 3.51314 3.48868 -2.12099  0.414
138 H 0.63709 -0.04001 -6.29214  0.354
139 H 4.18646 -2.90714 2.65002  0.430
140 H 1.03222 2.89437 -1.69451  -0.434
141 H 4.69475 -1.98969 0.22587  0.388
142 H -1.37070 -3.16112 -4.75253  0.469
143 H -0.70909 -5.42842 -5.52104  0.446
144 H 1.30031 1.90750 -3.42492  0.088

- charge = +1

No. 2
The following is a DFT calculation (wB97M-V/def2-TZVPD) of a cluster of 11 separate species, C40H74Cl21FN2O6P in total.

Last column: Mulliken charge in e.
Positions of all 145 atoms, in Å:
1 Cl 7.40649 -1.97430 1.61719  -0.079
2 Cl -4.88652 -2.55215 2.26879  -0.094
3 Cl -3.49854 3.18137 -4.64850  -0.087
4 Cl 0.53940 -0.75036 5.10909  -0.187
5 Cl -6.40340 0.02292 -8.78988  -0.203
6 Cl 3.48286 -4.70056 6.01246  -0.227
7 Cl -5.21718 3.52750 -1.57393  -0.023
8 Cl -4.54270 2.98930 2.22954  -0.136
9 Cl -2.91642 4.87754 -7.53273  -0.233
10 Cl 7.61471 -1.39835 4.95576  -0.100
11 Cl 10.94661 -2.06283 5.14540  -0.183
12 Cl -0.10402 5.86794 -2.34356  -0.189
13 Cl -0.97525 -1.56014 0.03907  -0.082
14 Cl -2.21928 5.37743 2.83397  -0.096
15 Cl -0.66713 2.33743 5.87838  -0.169
16 Cl 2.49440 -4.31865 2.76542  0.008
17 Cl 9.14953 0.92265 0.99880  -0.205
18 Cl 0.48685 8.42580 -0.18754  -0.228
19 Cl -6.65050 5.42955 -4.02136  -0.153
20 Cl -7.47497 3.18713 -8.08324  -0.213
21 Cl -6.24840 -2.23977 -0.81838  -0.138
22 P 0.23101 -2.68741 -1.56062  1.295
23 F 3.71452 -3.92611 -1.88617  -0.204
24 O -2.65771 -4.15583 -0.00891  -0.166
25 O 1.42185 0.81534 1.16580  -0.096
26 O 1.35013 -3.01723 -0.25254  -0.450
27 O 0.80465 2.96117 1.27727  -0.667
28 O 1.05231 -1.11777 -1.70925  -0.813
29 O 2.35388 -5.56105 -2.34595  -0.611
30 N 4.35008 0.35195 0.69692  -0.213
31 N -0.96008 -3.92640 2.30122  -0.269
32 C -0.57704 -0.92275 -3.74058  -1.973
33 C 4.42501 0.16231 -0.54940  0.495
34 C -6.61023 -2.69639 1.84622  -0.523
35 C -3.24182 5.58083 -5.92385  -0.297
36 C -5.82799 2.53218 -7.85464  0.073
37 C -5.46149 1.53320 -8.91949  -0.434
38 C -3.91435 3.48891 3.81920  -0.181
39 C 0.51458 1.79486 1.41225  0.492
40 C 3.29294 -2.43392 0.78392  -2.443
41 C 3.38047 -0.54303 -1.37227  -2.078
42 C -7.36992 4.96017 -2.45780  -0.480
43 C -3.13016 0.15800 -2.26054  -0.803
44 C 1.41239 0.79535 5.00741  -0.043
45 C -0.66961 -4.92712 1.29989  -0.814
46 C -0.16363 6.80894 0.21269  -0.331
47 C -3.61014 4.96478 3.86708  -0.559
48 C 1.80726 -4.68188 5.38154  -0.059
49 C 1.54659 -3.37007 -2.83139  -1.060
50 C -1.38229 -4.79488 -0.07905  -0.439
51 C 4.42785 -2.73711 1.04071  -0.805
52 C -3.34153 -1.32954 -1.97252  0.560
53 C 2.51265 -4.37647 -2.31753  0.211
54 C -0.87600 1.39420 1.81660  -0.063
55 C -6.34533 4.88428 -1.35502  -0.634
56 C 1.99865 -0.78862 -0.73608  2.037
57 C 5.60195 0.69855 -1.37123  -1.455
58 C -2.48338 -2.34302 -2.73394  -1.644
59 C -0.96727 -2.18454 -2.96010  0.751
60 C 9.63200 -0.42570 2.06542  -0.116
61 C 1.49355 0.62900 -0.27549  -1.668
62 C 1.00621 1.75538 6.09258  -0.494
63 C 1.96363 -1.90068 0.35127  2.322
64 C -0.50162 -4.38643 -1.25540  -1.133
65 C -6.80652 -3.31395 0.48472  -0.450
66 C 0.43218 5.72246 -0.64306  0.084
67 C 8.57021 -1.63435 6.43705  -0.488
68 C 9.17534 -1.76398 1.54567  -0.652
69 C 1.69940 -5.30566 4.01529  -0.432
70 C 9.97402 -1.10325 6.29493  -0.525
71 C -2.66389 4.74293 -4.81480  -0.366
72 H 0.10817 4.74790 -0.28059  -0.191
73 H 10.48470 -1.14832 7.25547  0.371
74 H 0.64603 -5.38172 3.73974  0.037
75 H 0.07366 6.62261 1.25849  0.196
76 H -1.57395 1.57229 0.99545  0.369
77 H -2.20407 0.52781 -1.81199  -0.155
78 H -1.03477 -4.66070 -2.17271  0.686
79 H -2.79307 6.57275 -5.91228  0.381
80 H 1.07574 1.30557 7.07978  0.388
81 H 9.48445 -1.91298 0.51366  0.372
82 H -0.34677 -3.12896 2.25676  0.044
83 H 0.46791 0.70311 -0.64166  0.720
84 H 10.71934 -0.40970 2.12161  0.336
85 H 5.35072 -3.26182 1.05246  0.740
86 H -3.02906 2.89498 4.03171  -0.062
87 H -4.67800 3.24485 4.55647  0.362
88 H 3.19909 0.10943 -2.23626  0.528
89 H 1.09414 -3.85202 -3.70095  0.610
90 H 8.56747 -2.69615 6.67099  0.314
91 H -1.27046 -0.86453 -4.59591  0.413
92 H -3.31884 -1.46363 -0.89261  0.301
93 H -2.73130 -3.33098 -2.34284  -0.097
94 H -2.90637 -2.37069 -3.75265  0.647
95 H -1.24438 6.84903 0.10474  0.325
96 H 1.46880 -3.64922 5.36872  -0.053
97 H -7.05124 -1.70371 1.89587  0.320
98 H -3.24779 -4.75715 0.45316  0.263
99 H 6.47578 0.69038 -0.71674  0.272
100 H 0.41174 -1.00997 -4.18635  0.473
101 H 1.51957 -1.58505 1.30019  0.041
102 H -3.94133 0.73181 -1.80617  0.251
103 H -4.46157 5.55775 3.54198  0.340
104 H -0.77117 -2.97829 -3.69499  0.511
105 H -5.62098 1.93878 -9.91548  0.333
106 H -1.62099 -5.84877 -0.30979  0.547
107 H 2.11023 -2.52482 -3.22146  0.432
108 H -5.76191 5.79999 -1.29193  0.335
109 H -3.04525 0.33979 -3.33444  0.138
110 H -7.87313 4.00672 -2.59670  0.324
111 H 3.82646 -1.45866 -1.77339  0.408
112 H 2.05730 1.43692 -0.74854  0.016
113 H 2.14217 -6.29993 3.99609  0.383
114 H 0.40765 -4.98443 1.15164  0.113
115 H 2.47355 0.56838 5.09656  0.342
116 H -4.38403 -1.54627 -2.23762  0.256
117 H -0.99094 0.35067 2.10240  0.098
118 H 5.42200 1.73979 -1.64465  0.288
119 H -8.11482 5.71653 -2.21468  0.334
120 H 5.16862 0.85086 1.04313  0.262
121 H 8.06049 -1.10134 7.23853  0.296
122 H -7.86624 -3.50512 0.31769  0.357
123 H 1.19963 -5.23877 6.09337  0.351
124 H 9.22931 -0.22847 3.05367  -0.013
125 H -1.21885 2.03027 2.63537  -0.178
126 H -1.93165 -3.66561 2.33863  0.244
127 H -5.77783 2.09394 -6.86134  0.228
128 H -0.70356 0.00482 -3.19460  0.082
129 H -4.41183 1.26362 -8.81514  0.316
130 H 9.97357 -0.07231 5.94938  0.323
131 H -0.95314 -5.90272 1.72502  0.451
132 H 1.65219 2.63135 6.06325  0.301
133 H 1.51812 5.74977 -0.63022  0.352
134 H 0.33507 -5.08608 -1.20895  0.699
135 H -5.14218 3.37521 -7.89669  -0.109
136 H -2.77379 5.26662 -3.86587  0.200
137 H -4.31861 5.68565 -5.82047  0.043
138 H -3.35166 5.25734 4.88379  0.302
139 H 5.79576 0.07441 -2.24310  0.378
140 H 9.61056 -2.55285 2.15801  0.286
141 H 1.23496 1.21167 4.01909  -0.121
142 H -7.07632 -3.32441 2.60482  0.293
143 H -1.60788 4.53915 -4.97462  0.338
144 H -6.84808 4.72844 -0.40102  0.288
145 H -6.26688 -4.25393 0.39489  0.255

- energy above the lowest of the compared OMol25 structures with the same formula, charge and spin (kcal per mole) = 0.00
- charge = -1

| no. | Kohn-Sham gap (eV) | highest occupied orbital energy (eV) |
| --- | --- | --- |
| 1 | 9.51 | -11.5 |
| 2 | 7.40 | -5.6 |